Here is a 12-piece molecular cluster, C48H96O17S5 overall from the Open Molecules 2025 dataset. Energies are from ωB97M-V with the def2-TZVPD basis set.

Summary:
SMILES = O=S1(=O)CCCC1.O=S1(=O)CCCC1.O=S1(=O)CCCC1.O=S1(=O)CCCC1.O=S1(=O)CCCC1.C1CCOC1.C1CCOC1.C1CCOC1.C1CCOC1.C1CCOC1.C1CCOC1.C1CCOC1
LUMO energy = 0.2 eV
Total energy = -140310.35323 eV
Kohn-Sham gap = 9.57 eV
Energy relative to the best compared isomer or geometry (same formula, charge and spin) = 0.580 eV

```
! wB97M-V def2-TZVPD RIJCOSX def2/J DEFGRID3
* xyz 0 1
O 4.421 -0.567 0.837
S 4.917 -1.203 -0.357
O 4.066 -2.066 -1.109
C 5.556 0.148 -1.497
C 6.873 -0.398 -2.118
C 7.496 -1.167 -0.948
C 6.439 -2.128 -0.201
H 5.614 1.011 -0.863
H 4.741 0.352 -2.137
H 6.587 -1.084 -2.876
H 7.400 0.398 -2.567
H 7.783 -0.303 -0.271
H 8.347 -1.762 -1.252
H 6.657 -2.180 0.838
H 6.299 -3.058 -0.760
O 4.294 -3.578 2.383
S 3.305 -3.509 3.419
O 3.553 -4.059 4.724
C 2.808 -1.808 3.651
C 1.847 -1.521 2.457
C 0.894 -2.688 2.467
C 1.644 -4.040 2.665
H 3.741 -1.220 3.592
H 2.337 -1.714 4.584
H 1.249 -0.601 2.630
H 2.471 -1.406 1.542
H 0.284 -2.730 1.530
H 0.172 -2.519 3.299
H 1.821 -4.644 1.740
H 1.181 -4.640 3.405
O -4.267 2.080 -2.061
S -5.153 0.951 -2.276
O -5.305 0.434 -3.628
C -4.755 -0.417 -1.191
C -6.062 -1.181 -1.101
C -7.270 -0.163 -1.227
C -6.711 1.263 -1.536
H -4.487 0.158 -0.292
H -3.906 -0.949 -1.645
H -6.166 -1.902 -1.950
H -6.136 -1.754 -0.153
H -8.003 -0.220 -0.432
H -7.748 -0.539 -2.113
H -6.509 1.760 -0.606
H -7.281 1.886 -2.185
O 0.186 4.919 2.107
S 0.198 4.889 0.654
O -1.091 4.469 0.080
C 0.622 6.474 -0.090
C 1.422 5.976 -1.379
C 2.430 4.832 -0.873
C 1.571 3.928 -0.001
H 1.306 7.054 0.607
H -0.312 6.980 -0.375
H 0.791 5.482 -2.080
H 1.931 6.790 -1.895
H 3.193 5.233 -0.231
H 2.815 4.315 -1.721
H 2.059 3.465 0.854
H 1.142 3.095 -0.544
O 0.221 4.351 -4.913
S -0.025 3.202 -4.148
O 0.731 3.081 -2.935
C -1.691 3.181 -3.770
C -2.314 2.119 -4.680
C -1.241 1.914 -5.848
C 0.088 1.780 -5.141
H -2.017 4.243 -3.902
H -1.812 3.066 -2.703
H -2.494 1.157 -4.231
H -3.298 2.386 -4.973
H -1.274 2.861 -6.390
H -1.581 1.083 -6.447
H 0.945 1.800 -5.799
H 0.095 0.997 -4.367
C -4.734 3.206 3.150
C -3.891 3.836 2.050
C -3.325 2.574 1.357
O -4.373 1.627 1.349
C -5.140 1.852 2.521
H -5.574 3.914 3.283
H -4.274 3.119 4.108
H -3.224 4.603 2.522
H -4.594 4.376 1.331
H -2.504 2.122 1.980
H -3.028 2.851 0.340
H -5.085 0.985 3.200
H -6.241 1.915 2.262
C 3.088 -5.336 -1.732
C 2.733 -6.613 -0.992
C 1.276 -6.437 -0.692
O 1.041 -5.036 -0.434
C 2.155 -4.310 -0.996
H 2.757 -5.453 -2.784
H 4.135 -4.975 -1.615
H 3.278 -6.720 -0.088
H 2.915 -7.537 -1.538
H 0.919 -6.999 0.221
H 0.639 -6.759 -1.543
H 2.643 -3.769 -0.222
H 1.791 -3.544 -1.691
C -2.250 -3.591 0.761
C -2.645 -2.483 1.757
C -3.107 -3.190 3.083
O -3.177 -4.548 2.679
C -3.225 -4.683 1.236
H -1.206 -3.894 0.932
H -2.371 -3.326 -0.281
H -3.449 -1.915 1.347
H -1.774 -1.820 1.848
H -4.001 -2.758 3.514
H -2.383 -3.065 3.917
H -4.281 -4.543 0.913
H -2.805 -5.646 1.079
C 1.004 -0.331 -0.574
C -0.129 0.486 -0.038
C -1.112 0.487 -1.203
O -0.426 0.092 -2.384
C 0.921 -0.134 -2.058
H 0.947 -1.374 -0.328
H 1.915 0.146 -0.237
H 0.153 1.518 0.291
H -0.691 -0.033 0.758
H -1.655 1.431 -1.332
H -1.826 -0.298 -0.960
H 1.486 0.734 -2.412
H 1.228 -1.025 -2.583
C 4.861 2.297 2.304
C 3.499 2.486 2.993
C 3.367 3.959 3.266
O 4.284 4.547 2.351
C 5.406 3.724 2.329
H 4.798 1.949 1.260
H 5.503 1.558 2.753
H 3.514 1.952 3.909
H 2.709 2.168 2.349
H 3.644 4.184 4.300
H 2.359 4.397 3.117
H 5.972 3.904 3.231
H 6.033 3.942 1.445
C -0.849 -3.546 -4.633
C -1.747 -2.497 -5.246
C -2.837 -2.401 -4.241
O -2.242 -2.637 -2.976
C -0.933 -3.162 -3.138
H 0.151 -3.603 -5.037
H -1.270 -4.570 -4.635
H -2.234 -2.726 -6.219
H -1.177 -1.549 -5.357
H -3.680 -3.079 -4.397
H -3.249 -1.389 -4.229
H -0.773 -4.023 -2.498
H -0.240 -2.325 -2.886
C 0.122 1.629 5.017
C -0.907 1.683 3.924
C -1.937 0.657 4.372
O -1.342 -0.203 5.343
C -0.464 0.628 6.082
H 0.258 2.626 5.496
H 1.051 1.225 4.629
H -0.483 1.400 2.979
H -1.352 2.643 3.760
H -2.417 0.093 3.551
H -2.732 1.169 4.914
H 0.220 0.073 6.708
H -1.047 1.245 6.767
*
```

---

Here is one molecule with the formula C4H10N2O2 from the Open Molecules 2025 dataset. Energies are from ωB97M-V with the def2-TZVPD basis set.

Summary:
SMILES = O=CNCCNCO
LUMO energy = 0.7 eV
Total energy = -11384.73212 eV
Kohn-Sham gap = 9.83 eV
Energy relative to the best compared isomer or geometry (same formula, charge and spin) = 2.171 eV

```
! wB97M-V def2-TZVPD RIJCOSX def2/J DEFGRID3
* xyz 0 1
O 1.737 1.720 -2.621
C 1.004 2.274 -1.846
N -0.014 1.629 -1.174
C -0.143 0.188 -1.305
C 0.396 -0.644 -0.144
N -0.116 -0.242 1.172
C -0.308 -1.327 2.071
O -1.282 -2.289 1.666
H 0.990 3.341 -1.595
H -0.322 1.994 -0.292
H -1.210 -0.016 -1.320
H 0.370 -0.189 -2.180
H 1.460 -0.379 -0.096
H 0.335 -1.682 -0.406
H -0.738 0.546 1.194
H 0.569 -1.894 2.047
H -0.530 -0.994 3.086
H -2.199 -2.037 1.743
*
```

---

Here is an isolated ion of composition C5H8N and charge +1 from the Open Molecules 2025 dataset. Energies are from ωB97M-V with the def2-TZVPD basis set.

Summary:
LUMO energy = -6.1 eV
Total energy = -6790.46454 eV
Kohn-Sham gap = 9.43 eV
Energy relative to the best compared isomer or geometry (same formula, charge and spin) = 7.624 eV

```
! wB97M-V def2-TZVPD RIJCOSX def2/J DEFGRID3
* xyz 1 1
C 1.491 -0.668 -0.508
C 2.612 -1.108 -0.788
C 0.456 -0.485 0.608
C 0.731 0.547 1.648
C -0.769 -0.511 -1.703
N 0.177 0.047 -0.757
H 0.034 -1.447 0.956
H 1.264 1.608 1.362
H 1.301 0.067 2.348
H -0.164 0.812 2.216
H -0.565 -0.078 -2.741
H -0.681 -1.613 -1.586
H -1.821 -0.162 -1.424
H 0.384 1.288 -0.831
*
```

---

Q: Which of these has the highest Kohn-Sham gap?
A: C4H10N2O2